i.
Here is a 2-piece molecular cluster, C11H18O overall from the OMol25 dataset. Energies are from ωB97M-V/def2-TZVPD.

Results
* E_LUMO: 0.9 eV
* SMILES: CCc1ccccc1.CC(C)O
* HOMO level: -0.322 Eh

The geometry in ORCA input format:
```
! wB97M-V def2-TZVPD RIJCOSX def2/J DEFGRID3
* xyz 0 1
C 0.58770 2.46633 0.79141
C -0.28979 2.96259 2.00032
C -0.32912 1.88509 -0.27440
C -0.42977 2.43515 -1.52250
C -1.12101 0.76618 0.10606
C -1.20975 1.80226 -2.52481
C -1.87779 0.19709 -0.90904
C -1.98551 0.71000 -2.18779
H 1.21752 3.28247 0.46039
H 1.16005 1.67455 1.27647
H -1.30045 3.27188 1.75879
H 0.03827 3.35966 -1.83452
H -1.19854 0.39114 1.11093
H -1.19974 2.26886 -3.49772
H -2.44632 -0.66291 -0.57272
H -2.65081 0.21553 -2.88236
H 0.28486 3.62437 2.64508
H -0.46524 2.08515 2.63395
C 0.84725 -2.42739 0.59203
C 1.33401 -3.87049 0.80076
C 1.61637 -1.75753 -0.55787
O -0.51744 -2.42062 0.27667
H 1.05544 -1.84877 1.50003
H 2.30974 -4.09088 0.35376
H 1.62173 -0.67205 -0.35823
H 2.69119 -1.90654 -0.63542
H 1.06568 -1.88527 -1.48817
H -1.02474 -3.07074 0.72780
H 0.66352 -4.62047 0.37754
H 1.55268 -4.16461 1.83358
*
```


ii.
Here is a 2-piece molecular cluster, C11H18O overall from the OMol25 dataset. Energies are from ωB97M-V/def2-TZVPD.

Results
* E_LUMO: 0.8 eV
* SMILES: Cc1ccc(O)cc1.CC(C)C
* HOMO level: -0.309 Eh

The geometry in ORCA input format:
```
! wB97M-V def2-TZVPD RIJCOSX def2/J DEFGRID3
* xyz 0 1
C 1.74387 -3.13876 -1.43578
C 0.07014 0.28532 -1.50853
C 0.28304 -1.08918 -1.45909
C 1.15656 1.13625 -1.61821
C 1.56521 -1.61646 -1.47880
C 2.45260 0.60902 -1.59186
C 2.64761 -0.74952 -1.73553
O 1.08459 2.49649 -1.72523
H -0.95167 0.67560 -1.55508
H -0.51218 -1.78800 -1.26424
H 0.17379 2.73307 -1.91522
H 3.27411 1.30016 -1.66224
H 1.29468 -3.76465 -2.19871
H 1.48270 -3.48509 -0.45840
H 3.58869 -1.31549 -1.90238
H 2.78043 -3.45650 -1.63186
C -1.23609 0.75515 1.54229
C -2.44647 -0.12674 1.14432
C -1.59518 2.22904 1.34871
C -0.87453 0.39947 3.00606
H -0.33755 0.62881 0.93969
H -2.24859 -1.18282 0.95187
H -2.33565 2.54339 2.12074
H -0.69976 2.86627 1.51680
H -1.99482 2.34635 0.34778
H -1.75553 0.45754 3.65032
H -0.67692 -0.67951 3.04800
H -2.90890 0.27412 0.22589
H -3.06273 -0.30033 2.03287
H 0.03857 0.95702 3.26586
*
```


Most stable structure - ii; separation to the second - 19.5 kJ/mol.


i.
Here is a 2-piece molecular cluster, C11H18O overall from the OMol25 dataset. Energies are from ωB97M-V/def2-TZVPD.

Results
* E_LUMO: 0.8 eV
* SMILES: CCc1ccc(O)cc1.CCC
* HOMO level: -0.311 Eh

The geometry in ORCA input format:
```
! wB97M-V def2-TZVPD RIJCOSX def2/J DEFGRID3
* xyz 0 1
C -0.54568 -1.73959 2.28058
C 0.88536 -1.49726 2.86563
C -0.28348 -2.16461 0.69222
C -1.30013 -1.46675 -0.00278
C 0.53763 -3.00934 0.09693
C -1.21327 -1.34672 -1.38268
C 0.44754 -3.07830 -1.31276
C -0.52499 -2.31779 -2.09170
O -0.85887 -2.43183 -3.45283
H -1.05976 -2.57770 2.63157
H -1.22776 -0.76664 2.52204
H 1.00092 -0.49702 2.59792
H -1.79603 -0.60260 0.37762
H 1.33636 -3.70282 0.61125
H -1.87956 -0.71310 -1.92061
H 1.20307 -3.75899 -1.78953
H -0.03520 -2.91556 -3.84625
H 1.52515 -2.07997 2.44400
H 0.79201 -1.48044 3.97054
C 0.62335 3.34813 -0.00999
C 1.03703 4.38589 -1.01395
C -0.66560 2.63245 -0.37840
H 1.35188 2.54517 0.37870
H 0.51127 3.75578 0.97050
H 0.63094 4.04779 -2.03186
H -1.42857 3.31769 -0.21827
H -0.40792 2.30707 -1.32476
H -0.91749 1.84554 0.35030
H 0.22771 5.22832 -0.95207
H 2.03410 4.73322 -1.06134
*
```


ii.
Here is a 2-piece molecular cluster, C11H18O overall from the OMol25 dataset. Energies are from ωB97M-V/def2-TZVPD.

Results
* E_LUMO: 0.8 eV
* SMILES: CCc1ccc(O)cc1.CCC
* HOMO level: -0.311 Eh

The geometry in ORCA input format:
```
! wB97M-V def2-TZVPD RIJCOSX def2/J DEFGRID3
* xyz 0 1
C -0.78053 -0.34488 1.69376
C -1.85311 -0.90177 2.62221
C -1.23701 0.01003 0.29890
C -1.52294 1.30276 -0.09990
C -1.37495 -1.00621 -0.64677
C -1.96960 1.56347 -1.39093
C -1.82409 -0.77332 -1.93999
C -2.15026 0.52902 -2.29282
O -2.61156 0.74148 -3.56303
H -0.36448 0.57476 2.11656
H 0.09165 -1.00057 1.62152
H -1.46111 -1.66177 3.28670
H -1.42920 2.10483 0.60884
H -1.19955 -2.03977 -0.35462
H -2.25408 2.55081 -1.71676
H -1.87975 -1.61352 -2.61433
H -2.57476 1.68112 -3.80493
H -2.65460 -1.36540 2.03236
H -2.43444 -0.13379 3.12396
C 2.63238 0.26673 0.69238
C 2.42548 -1.19626 0.29088
C 3.42046 0.98250 -0.40217
H 3.21422 0.25952 1.61846
H 1.70013 0.80540 0.85918
H 3.16860 -1.46194 -0.48644
H 2.48109 -1.99911 1.02515
H 4.45311 0.63347 -0.40729
H 3.40051 2.07614 -0.38169
H 1.57484 -1.31985 -0.40451
H 3.01356 0.73610 -1.38465
*
```


Most stable structure - ii; separation to the second - 338.4 kJ/mol.


i.
Here is a single C3H2Br2S2 molecule from the OMol25 dataset. Energies are from ωB97M-V/def2-TZVPD.

Results
* E_LUMO: -0.1 eV
* SMILES: BrC1=C[C@@H](Br)SS1
* HOMO level: -0.317 Eh

The geometry in ORCA input format:
```
! wB97M-V def2-TZVPD RIJCOSX def2/J DEFGRID3
* xyz 0 1
C -0.92879 -0.51559 -0.14218
C -2.24767 -0.48583 -0.27075
C -0.22858 0.99219 -0.53598
S -3.06559 0.99357 -0.64806
S -1.48659 2.24457 -0.46350
Br -3.32552 -1.90310 0.29876
Br 0.55076 0.60972 -2.50900
H -0.20904 -1.16951 0.27792
H 0.70866 1.21850 -0.08856
*
```


ii.
Here is C3H2Br2S2 as an isolated structure from the OMol25 dataset. Energies are from ωB97M-V/def2-TZVPD.

Results
* E_LUMO (alpha / beta): -2.3 / -2.3 eV
* HOMO level (alpha / beta): -0.302 / -0.302 Eh

The geometry in ORCA input format:
```
! wB97M-V def2-TZVPD RIJCOSX def2/J DEFGRID3
* xyz 0 1
C -0.12104 -1.34957 -0.59218
C -1.18742 -0.80007 -0.34524
C 1.37263 0.73125 0.41887
S -1.51621 0.68312 0.76909
S 0.27288 0.90076 1.72213
Br -3.25037 -1.08161 -0.74201
Br 1.23578 1.80320 -1.16331
H 0.83168 -1.71209 -0.79699
H 2.36208 0.82499 0.72964
*
```


Most stable structure - i; separation to the second - 373.7 kJ/mol.


i.
Here is a 2-piece molecular cluster, C3H9N2O overall from the OMol25 dataset. Energies are from ωB97M-V/def2-TZVPD.

Results
* E_LUMO (alpha / beta): 4.6 / 4.6 eV
* HOMO level (alpha / beta): -0.095 / -0.068 Eh

The geometry in ORCA input format:
```
! wB97M-V def2-TZVPD RIJCOSX def2/J DEFGRID3
* xyz -1 1
C -0.58659 0.59819 -1.03747
C 0.11310 -1.64840 -0.91211
C 0.76200 0.82551 2.09797
N 0.49488 -0.21803 -0.80693
N -0.25544 -0.22752 1.85959
O -1.36458 0.23997 1.46393
H -0.11147 1.57070 -1.16639
H -1.52787 0.26987 -1.68463
H -1.23945 0.64357 0.04764
H -0.45106 -1.69423 -1.92820
H 0.92098 -2.40564 -0.81838
H -0.52534 -1.88801 -0.02610
H 1.80889 0.64577 1.72728
H 0.44309 1.94693 1.73630
H 0.89060 0.92416 3.23072
*
```


ii.
Here is a 2-piece molecular cluster, C3H9N2O overall from the OMol25 dataset. Energies are from ωB97M-V/def2-TZVPD.

Results
* E_LUMO: 4.0 eV
* HOMO level: -0.102 Eh

The geometry in ORCA input format:
```
! wB97M-V def2-TZVPD RIJCOSX def2/J DEFGRID3
* xyz -1 1
C 2.42242 1.89990 -0.53926
O 1.96212 0.62463 -0.73928
H 3.16348 1.96861 0.29436
H 2.95365 2.30209 -1.43649
H 1.61744 2.62876 -0.29982
C -2.02809 -1.93930 -0.36718
N -2.00729 -0.69054 0.37664
C -0.73742 -0.05189 0.24568
N 0.15399 0.04812 1.12165
H -3.01644 -2.39908 -0.40405
H -1.66314 -1.72302 -1.37159
H -1.35277 -2.71113 0.02913
H -2.19619 -0.81707 1.36444
H -0.49283 0.34519 -0.75195
H 1.07624 0.35468 0.58005
*
```


Most stable structure - ii; separation to the second - 373.3 kJ/mol.


i.
Here is a single C5H5N3 molecule from the OMol25 dataset. Energies are from ωB97M-V/def2-TZVPD.

Results
* E_LUMO: 1.0 eV
* SMILES: c1n[nH]c2c[nH]cc12
* HOMO level: -0.285 Eh

The geometry in ORCA input format:
```
! wB97M-V def2-TZVPD RIJCOSX def2/J DEFGRID3
* xyz 0 1
C -1.52477 0.35381 -0.99099
C -0.60991 0.49172 0.11221
C -0.24537 1.08667 1.31178
C 1.37520 -0.63288 0.99143
C 0.39316 -0.47019 -0.07170
H 0.34184 -2.06794 -1.58272
H -2.21998 1.03697 -1.55994
H -0.37398 2.12808 1.66499
H 1.42034 0.89358 2.58631
H 2.36992 -1.22089 1.04166
N 0.27430 -0.96585 -1.35667
N -0.90661 -0.38239 -1.89230
N 0.93687 0.52759 1.78230
*
```


ii.
Here is a single C5H5N3 molecule from the OMol25 dataset. Energies are from ωB97M-V/def2-TZVPD.

Results
* E_LUMO (alpha / beta): -0.1 / -0.1 eV
* HOMO level (alpha / beta): -0.281 / -0.281 Eh

The geometry in ORCA input format:
```
! wB97M-V def2-TZVPD RIJCOSX def2/J DEFGRID3
* xyz 0 1
C -2.83766 0.47964 -0.06262
C 0.07956 -1.76122 -0.02655
C -1.53376 -0.01683 -0.20355
C 1.35720 0.24607 0.33271
C 2.03144 1.42208 0.00946
N -3.72939 1.23187 0.01211
N 1.05681 -0.89052 -0.00415
N -1.27507 -1.29005 -0.17883
H 0.24959 -2.85331 0.15403
H 1.52868 2.23266 0.57734
H 2.91081 1.41078 0.58695
H 2.24227 1.75857 -0.98086
H -2.08048 -1.96973 -0.21604
*
```


iii.
Here is a single C5H5N3 molecule from the OMol25 dataset. Energies are from ωB97M-V/def2-TZVPD.

Results
* E_LUMO: 0.6 eV
* SMILES: Cc1[nH]ncc1C#N
* HOMO level: -0.351 Eh

The geometry in ORCA input format:
```
! wB97M-V def2-TZVPD RIJCOSX def2/J DEFGRID3
* xyz 0 1
C -0.40094 1.77893 0.04488
C -0.36021 0.28750 -0.04825
C 0.15510 -1.88255 0.05093
C 0.73248 -0.59424 -0.08358
C 2.12444 -0.34292 -0.06649
H -1.38698 2.14274 -0.02442
H 0.07034 2.16285 0.93841
H 0.23003 2.13247 -0.76107
H -2.38304 -0.15121 -0.15500
H 0.56211 -2.91384 0.05320
N -1.45321 -0.49066 -0.01617
N -1.20176 -1.78260 0.02972
N 3.31163 -0.34647 0.03784
*
```


Most stable structure - iii; separation to the second - 208.8 kJ/mol.


i.
Here is a 2-piece molecular cluster, C4H15N2O2 overall from the OMol25 dataset. Energies are from ωB97M-V/def2-TZVPD.

Results
* E_LUMO: -3.0 eV
* HOMO level: -0.497 Eh

The geometry in ORCA input format:
```
! wB97M-V def2-TZVPD RIJCOSX def2/J DEFGRID3
* xyz 1 1
C -0.36094 -1.68049 1.40644
O -0.82263 -1.11581 2.64336
C -0.25244 -0.47806 0.43589
C 0.35273 -1.12714 -0.82865
C 0.49262 -0.05292 -1.91541
N -0.59215 0.98708 -1.97512
N -1.62251 0.05625 0.32595
H -1.09987 -2.37552 1.01550
H 0.63056 -2.04895 1.66706
H -0.83910 -1.76672 3.35567
H 0.40029 0.37672 0.70816
H -0.31516 -1.86756 -1.28694
H 1.38399 -1.47117 -0.72446
H 0.74695 -0.43705 -2.90992
H 1.39301 0.54993 -1.67343
H -1.48439 0.60256 -1.63290
H -0.71334 1.44470 -2.88058
H -0.32054 1.76085 -1.36666
H -1.71799 0.78479 1.02634
H -2.29278 -0.64490 0.61856
H 2.39785 2.35275 1.87534
H 2.69016 3.36930 0.98211
O 1.94570 2.78135 1.13366
*
```


ii.
Here is a 2-piece molecular cluster, C4H15N2O2 overall from the OMol25 dataset. Energies are from ωB97M-V/def2-TZVPD.

Results
* E_LUMO: -2.7 eV
* HOMO level: -0.521 Eh

The geometry in ORCA input format:
```
! wB97M-V def2-TZVPD RIJCOSX def2/J DEFGRID3
* xyz 1 1
C -0.84877 1.26114 -0.64132
O -1.08491 2.51798 -0.03572
C -0.14556 0.44736 0.45183
C -0.11615 -1.06626 0.07611
C 1.06183 -1.41424 -0.85613
N 2.38895 -1.25158 -0.22756
N 1.19641 1.11733 0.55089
H -0.15961 1.34514 -1.48460
H -1.78990 0.81341 -0.89303
H -1.74082 3.04697 -0.49764
H -0.66822 0.61058 1.38001
H -1.00503 -1.31043 -0.49711
H -0.05103 -1.62395 1.00931
H 0.96522 -0.71644 -1.68649
H 0.96438 -2.42507 -1.24651
H 1.95848 0.39321 0.17254
H 3.08726 -1.50815 -0.89792
H 2.40665 -1.88558 0.57347
H 1.66377 1.09059 1.46272
H 1.17203 2.04841 0.15725
H -3.77676 -0.11718 0.96685
H -2.65323 -1.15774 1.10767
O -2.82500 -0.21551 1.05538
*
```


iii.
Here is a 3-piece molecular cluster, C4H15N2O2 overall from the OMol25 dataset. Energies are from ωB97M-V/def2-TZVPD.

Results
* E_LUMO: -7.2 eV
* HOMO level: -0.521 Eh

The geometry in ORCA input format:
```
! wB97M-V def2-TZVPD RIJCOSX def2/J DEFGRID3
* xyz 1 1
N -1.06215 -2.36515 -0.47331
C -0.30329 0.75920 -0.28565
C 0.56795 1.07255 -1.39771
C 1.02904 2.58109 -1.48742
O 2.26090 2.83809 -2.08716
C 0.21600 0.22826 0.92308
N -0.60268 0.25214 2.12599
H -0.71112 -3.04428 -1.13375
H -0.63983 -1.45718 -0.54298
H -2.06676 -2.32130 -0.58131
H -1.34007 0.68354 -0.61240
H 1.46224 0.45398 -1.53268
H 0.04944 0.87074 -2.33966
H 0.32836 3.15074 -2.10103
H 0.89670 3.08581 -0.52296
H 2.92650 2.37324 -1.56280
H 1.10684 0.81541 1.23181
H 0.66705 -0.76165 0.75497
H -0.92250 -0.69175 2.34332
H -1.42980 0.82118 1.97571
H -0.68409 -3.03527 1.63042
H -0.80131 -3.51305 3.14634
O -0.94744 -2.79633 2.52919
*
```


iv.
Here is a 4-piece molecular cluster, C4H15N2O2 overall from the OMol25 dataset. Energies are from ωB97M-V/def2-TZVPD.

Results
* E_LUMO: -9.9 eV
* HOMO level: -0.533 Eh

The geometry in ORCA input format:
```
! wB97M-V def2-TZVPD RIJCOSX def2/J DEFGRID3
* xyz 1 1
C 2.34590 1.25601 -0.65862
C 2.60091 0.06803 0.27024
C 1.35588 -0.75611 0.60678
N -0.94907 -1.83256 1.71690
C -0.93975 -0.58542 1.48841
N 0.17533 0.01916 0.94307
H 1.52184 1.87190 -0.28021
H 3.17499 1.95515 -0.61150
H 2.03079 0.92123 -1.62876
H 3.22365 0.33168 1.12212
H 3.22465 -0.65627 -0.24771
H 1.55377 -1.32048 1.51610
H 1.03854 -1.44766 -0.18413
H -1.84016 -2.10802 2.12949
H -1.82741 0.40079 -1.05243
H -1.71360 0.13615 1.76220
H -0.01021 0.88524 0.43269
H -4.01712 0.48123 -0.23113
H -5.45618 0.91639 -0.49076
O -4.93007 0.28039 0.00692
H -0.22441 -0.55551 -2.92029
H -0.54625 0.05342 -1.60835
O 0.20798 -0.31478 -2.08103
*
```


Most stable structure - ii; separation to the second - 45.1 kJ/mol.


i.
Here is a 2-piece molecular cluster, C3H4N4S overall from the OMol25 dataset. Energies are from ωB97M-V/def2-TZVPD.

Results
* E_LUMO: 0.0 eV
* SMILES: [H]/N=C/N=C=S.N#CN
* HOMO level: -0.327 Eh

The geometry in ORCA input format:
```
! wB97M-V def2-TZVPD RIJCOSX def2/J DEFGRID3
* xyz 0 1
C -0.42658 2.48182 0.01646
C -0.22886 -1.24345 -0.11037
C -1.91976 0.44321 0.03407
N -1.15124 1.31222 0.23158
N 0.61404 -0.49364 0.14056
N 0.13604 2.65150 -1.06080
N -0.95325 -2.32168 -0.30191
S -3.27397 -0.39195 -0.12750
H -0.48259 3.12084 0.93525
H 0.56865 3.50166 -1.32432
H -1.64676 -2.40577 0.48866
H -1.43604 -2.57701 -1.22572
*
```


ii.
Here is C3H4N4S as an isolated structure from the OMol25 dataset. Energies are from ωB97M-V/def2-TZVPD.

Results
* E_LUMO: -1.2 eV
* HOMO level: -0.342 Eh

The geometry in ORCA input format:
```
! wB97M-V def2-TZVPD RIJCOSX def2/J DEFGRID3
* xyz 0 1
C -1.41547 -0.05460 -0.00966
C 0.06634 -1.58402 -0.08668
C 0.76975 -0.26363 -0.05793
H -0.01792 2.44278 1.18179
H -0.98811 2.52575 -0.39178
H -3.06542 -0.72569 0.26044
H 0.66531 -2.45790 0.02656
N -0.08323 1.99282 -0.01880
N -0.29011 0.61535 -0.11900
N -2.67523 0.28715 -0.06963
N -1.17859 -1.46131 0.16055
S 2.27953 -0.02559 0.01104
*
```


Most stable structure - i; separation to the second - 70.0 kJ/mol.


i.
Here is a single CH3NOS2 molecule from the OMol25 dataset. Energies are from ωB97M-V/def2-TZVPD.

Results
* E_LUMO (alpha / beta): -0.8 / -0.8 eV
* HOMO level (alpha / beta): -0.321 / -0.321 Eh

The geometry in ORCA input format:
```
! wB97M-V def2-TZVPD RIJCOSX def2/J DEFGRID3
* xyz 0 1
C 1.44389 -0.13845 0.06141
N -1.18802 -0.12438 -0.12038
O -3.13897 1.23342 0.26852
S 0.02252 -1.17772 -0.49381
S -2.76320 -0.08525 -0.24883
H 1.42582 0.30579 1.06928
H 1.78016 0.65024 -0.63092
H 2.41781 -0.66363 0.09472
*
```


ii.
Here is a 2-piece molecular cluster, CH3NOS2 overall from the OMol25 dataset. Energies are from ωB97M-V/def2-TZVPD.

Results
* E_LUMO: 0.3 eV
* SMILES: N=C=S.OS
* HOMO level: -0.355 Eh

The geometry in ORCA input format:
```
! wB97M-V def2-TZVPD RIJCOSX def2/J DEFGRID3
* xyz 0 1
C 1.10381 -2.53794 0.02671
N 1.66018 -1.74039 0.74143
O -2.37025 -0.44390 -0.70721
S 0.47170 -3.69153 -0.89831
S -1.89320 0.78672 0.30401
H -0.60644 0.50438 0.31656
H 1.52809 -0.73963 0.68506
H -2.63424 -1.18740 -0.18835
*
```


Most stable structure - ii; separation to the second - 55.5 kJ/mol.